Record 1
6 unconnected molecules or ions with the total composition C24H44Cl2N8 in a non-equilibrium geometry, computed with ωB97M-V with the def2-TZVPD basis set.

## Properties
ΔE to the lowest compared entry with this formula, charge and spin ... 33.3 kcal per mole
Kohn-Sham gap ... 5.174 eV
Charge ... +2

XYZ file:
```
78
Properties=species:S:1:pos:R:3:mulliken_charge:R:1
C -2.605 0.844 -3.542 -1.36
C -2.307 1.760 -2.405 -0.12
N -1.094 2.601 -2.526 0.27
C 0.226 2.238 -2.512 -0.36
C 0.906 3.469 -2.375 -0.63
N -0.014 4.497 -2.331 0.20
C -1.262 3.938 -2.394 -0.14
C 0.315 5.929 -2.291 -0.79
H -1.819 0.095 -3.644 0.31
H -2.667 1.403 -4.476 0.41
H -3.590 0.382 -3.494 0.39
H -2.108 1.184 -1.502 0.07
H -3.137 2.423 -2.162 0.35
H 0.549 1.208 -2.504 0.47
H 1.966 3.658 -2.291 0.58
H -2.191 4.438 -2.163 0.34
H 1.254 6.110 -1.769 0.31
H -0.528 6.383 -1.771 0.33
H 0.290 6.365 -3.290 0.35
C -4.995 -5.690 -1.136 -1.11
C -4.318 -4.583 -1.861 -0.61
N -4.467 -3.326 -1.199 0.30
C -5.525 -2.375 -1.347 -0.54
C -5.288 -1.275 -0.577 -0.35
N -4.220 -1.607 0.211 0.31
C -3.582 -2.725 -0.292 -0.44
C -3.575 -0.732 1.163 -0.61
H -5.971 -5.464 -0.705 0.33
H -4.379 -6.086 -0.328 0.33
H -5.241 -6.510 -1.811 0.38
H -4.738 -4.515 -2.864 0.37
H -3.280 -4.728 -2.160 0.40
H -6.332 -2.587 -2.032 0.46
H -5.894 -0.398 -0.399 0.48
H -2.652 -3.115 0.093 0.44
H -3.646 -1.028 2.209 0.30
H -4.082 0.220 1.004 0.31
H -2.504 -0.614 1.000 0.05
C 3.446 -0.940 -0.435 -0.12
C 2.929 -2.385 -0.024 -0.85
N 2.752 -2.481 1.403 0.34
C 3.707 -2.322 2.368 -0.54
C 3.124 -2.228 3.612 -0.41
N 1.724 -2.208 3.419 0.23
C 1.541 -2.313 2.080 -0.61
C 0.661 -2.240 4.406 -0.66
H 4.193 -0.552 0.258 0.00
H 2.551 -0.319 -0.399 -0.22
H 3.904 -1.034 -1.420 0.47
H 3.621 -3.150 -0.376 0.40
H 2.086 -2.638 -0.667 0.37
H 4.756 -2.202 2.143 0.54
H 3.591 -2.008 4.560 0.43
H 0.534 -2.248 1.693 0.59
H 0.250 -3.249 4.442 0.33
H -0.178 -1.593 4.151 0.26
H 1.078 -1.983 5.380 0.29
C 0.172 1.644 1.228 -0.88
C 1.180 2.774 1.376 -0.47
N 2.602 2.420 1.418 0.33
C 3.228 1.465 2.260 -0.24
C 4.601 1.382 1.925 -0.74
N 4.825 2.328 0.979 0.17
C 3.608 2.959 0.656 -0.22
C 6.100 2.602 0.365 -0.86
H -0.011 1.095 2.151 0.50
H 0.453 1.000 0.394 0.02
H -0.800 2.064 0.973 0.40
H 0.848 3.380 2.220 0.24
H 1.018 3.415 0.510 0.14
H 2.534 0.939 2.898 0.48
H 5.413 0.717 2.181 0.52
H 3.535 3.788 -0.033 0.48
H 6.722 3.249 0.984 0.35
H 5.952 3.195 -0.538 0.32
H 6.585 1.655 0.129 0.36
Cl -0.444 -1.356 -0.820 -0.69
Cl -1.887 -4.414 2.624 -0.80
```

Record 2
A molecular structure, C24H44IrO3P2S in a non-equilibrium geometry, computed with ωB97M-V with the def2-TZVPD basis set.

## Properties
Expectation value of S² ... 8.7742
Multiplicity ... 6
ΔE to the lowest compared entry with this formula, charge and spin ... 28.0 kcal per mole
Kohn-Sham gap (spin up / spin down) ... 6.190 / 5.066 eV
Charge ... +2

XYZ file:
```
75
Properties=species:S:1:pos:R:3:lowdin_spin:R:1
Ir 0.166 -1.092 -0.104 1.59
C -0.802 -2.056 1.977 0.29
C 0.549 -2.372 1.374 0.24
C 0.747 -0.883 3.208 0.29
C -0.638 -1.143 3.033 0.30
C 1.490 -1.602 2.286 0.38
C -2.045 -2.866 1.803 0.04
H -1.979 -3.572 0.955 0.00
H -2.949 -2.239 1.639 0.01
H -2.230 -3.465 2.724 0.01
C -1.686 -0.680 3.961 0.05
H -2.600 -1.267 3.869 0.00
H -1.932 0.374 3.760 0.02
H -1.323 -0.738 4.997 0.01
C 1.284 -0.068 4.318 0.05
H 0.834 -0.396 5.262 0.01
H 1.029 0.991 4.173 0.02
H 2.368 -0.160 4.392 0.00
C 2.960 -1.722 2.285 0.06
H 3.274 -2.276 3.188 0.02
H 3.482 -0.747 2.305 0.02
H 3.322 -2.286 1.416 0.00
C 0.895 -3.790 1.029 0.04
H 1.022 -4.336 1.983 0.01
H 1.831 -3.840 0.461 0.01
H 0.102 -4.275 0.451 0.00
C -1.509 1.021 -3.427 0.04
C -1.881 -0.252 -3.648 0.02
C -1.195 -1.168 -4.611 0.00
C 0.366 -1.052 -4.628 0.00
C 1.005 -0.564 -3.352 0.02
C 1.345 0.726 -3.175 0.03
C 0.875 1.829 -4.091 0.00
C -0.673 1.846 -4.377 0.01
H -1.565 -0.995 -5.636 0.00
H 0.636 -0.398 -5.476 0.00
H -1.463 -2.206 -4.364 0.00
H -0.825 1.538 -5.427 0.00
H -1.992 1.595 -2.624 0.01
H -2.817 -0.618 -3.215 0.00
H -0.994 2.896 -4.304 0.00
H 1.143 2.782 -3.618 0.00
H 2.176 1.076 -2.524 0.01
H 1.399 1.819 -5.058 0.00
H 0.774 -2.043 -4.868 0.00
H 1.310 -1.350 -2.655 0.02
P -1.417 0.470 -0.534 0.48
C -2.996 0.999 0.127 0.08
C -1.385 -1.389 -1.331 0.16
P 1.602 0.675 -0.505 0.25
C -0.100 1.654 -0.919 0.10
C 3.080 -0.429 -0.879 0.08
C 2.388 1.798 0.709 0.03
H -2.834 1.389 1.151 0.02
H -3.683 0.143 0.131 0.00
H -3.358 1.806 -0.524 0.02
H -1.008 -1.540 -2.357 0.02
H -2.482 -1.489 -1.202 0.02
H -1.057 -2.272 -0.663 0.04
H 2.407 2.788 0.209 0.01
H 3.414 1.448 0.899 0.00
H 1.810 1.898 1.651 0.00
H -0.186 2.583 -0.339 0.01
H -0.100 1.863 -1.992 0.01
H 3.885 -0.152 -0.179 0.00
H 3.403 -0.272 -1.913 0.01
H 2.798 -1.488 -0.737 0.02
C -1.074 4.412 3.473 0.00
S -0.800 2.994 2.440 0.00
O -1.943 2.091 2.658 0.01
O -0.737 3.551 1.076 0.01
O 0.482 2.409 2.880 0.01
H -1.983 4.903 3.123 0.00
H -0.223 5.088 3.373 0.00
H -1.187 4.091 4.508 0.00
```

Record 3
A molecular structure, C24H44MoO3P2S in a non-equilibrium geometry, computed with ωB97M-V with the def2-TZVPD basis set.

## Properties
Expectation value of S² ... 2.0372
Multiplicity ... 3
Kohn-Sham gap (spin up / spin down) ... 6.045 / 6.177 eV
Charge ... +2

XYZ file:
```
75
Properties=species:S:1:pos:R:3:lowdin_spin:R:1
Mo -1.048 -0.655 0.613 1.74
C -1.552 -2.022 2.285 -0.01
C -2.758 -1.719 1.548 0.02
C -1.304 -2.874 0.130 -0.02
C -0.654 -2.729 1.399 -0.01
C -2.595 -2.231 0.208 0.02
C -1.348 -1.844 3.753 0.00
H -1.911 -0.978 4.133 0.00
H -0.287 -1.700 3.994 0.00
H -1.703 -2.734 4.294 0.00
C 0.592 -3.435 1.789 0.00
H 0.857 -3.219 2.831 0.00
H 1.438 -3.152 1.142 0.00
H 0.435 -4.520 1.681 0.00
C -0.801 -3.736 -0.963 0.00
H -0.662 -4.762 -0.594 0.00
H 0.171 -3.386 -1.348 0.00
H -1.513 -3.775 -1.793 0.00
C -3.633 -2.222 -0.854 0.01
H -4.313 -3.081 -0.761 0.00
H -3.183 -2.261 -1.850 0.00
H -4.243 -1.314 -0.782 0.00
C -3.948 -1.009 2.083 0.02
H -4.711 -1.699 2.459 0.00
H -4.403 -0.403 1.290 0.00
H -3.649 -0.357 2.915 0.00
C 1.740 3.139 0.408 0.00
C 0.946 3.316 1.486 0.00
C -0.196 4.297 1.528 0.00
C -0.957 4.456 0.210 0.00
C -1.093 3.205 -0.611 0.00
C -0.357 3.053 -1.732 0.00
C 0.997 3.650 -1.989 0.00
C 1.792 4.076 -0.748 0.00
H 0.162 5.288 1.834 0.00
H -0.509 5.268 -0.391 0.00
H -0.889 3.990 2.316 0.00
H 1.490 5.082 -0.429 0.00
H 2.560 2.420 0.448 0.00
H 1.318 2.997 2.468 0.00
H 2.845 4.195 -1.053 0.00
H 1.592 2.941 -2.590 0.00
H -0.724 2.600 -2.663 0.00
H 0.869 4.531 -2.636 0.00
H -1.964 4.840 0.432 0.00
H -2.004 2.638 -0.432 0.00
P 1.255 -0.160 0.922 0.07
C 2.907 0.182 1.511 0.01
C 0.118 0.790 2.074 0.05
P -0.341 -0.305 -1.866 -0.01
C 0.975 0.612 -0.811 0.05
C -1.955 0.562 -2.011 0.01
C 0.310 -0.495 -3.537 -0.01
H 3.442 -0.778 1.497 0.00
H 2.863 0.603 2.528 0.00
H 3.416 0.867 0.817 0.00
H -0.117 1.820 1.758 0.00
H 0.716 0.843 2.990 0.00
H -0.867 0.322 2.360 0.01
H 0.971 0.347 -3.791 0.00
H -0.524 -0.566 -4.248 0.00
H 0.896 -1.429 -3.532 0.00
H 1.931 0.622 -1.347 0.01
H 0.651 1.617 -0.560 0.00
H -2.696 -0.141 -2.397 0.00
H -1.926 1.411 -2.693 0.00
H -2.322 0.895 -1.028 0.01
C 4.319 -3.287 -2.070 0.00
S 3.063 -2.166 -1.470 0.00
O 2.972 -2.450 -0.019 0.00
O 3.534 -0.816 -1.789 0.00
O 1.850 -2.585 -2.199 0.00
H 5.276 -2.997 -1.625 0.00
H 4.361 -3.190 -3.157 0.00
H 4.033 -4.293 -1.764 0.00
```

Record 4
A molecular structure, C24H45B2BeClF5Mg2N4NaO12S in a non-equilibrium geometry, computed with ωB97M-V with the def2-TZVPD basis set.

## Properties
Kohn-Sham gap ... 1.690 eV

XYZ file:
```
98
Properties=species:S:1:pos:R:3:mulliken_charge:R:1
C -0.766 3.866 3.448 -1.30
C 0.206 3.559 2.298 0.25
O -0.034 4.420 1.185 -0.41
C 0.020 3.627 0.026 0.57
C -0.609 4.398 -1.149 -0.83
C -2.120 3.965 -1.567 0.62
C -3.083 3.557 -0.411 -1.35
C -3.492 2.143 -0.851 -1.26
C -2.337 1.187 -0.670 0.12
O -1.401 1.503 -1.683 -0.57
B -1.604 0.717 -2.894 0.86
C -0.095 0.727 -3.507 -0.01
C 0.618 -0.625 -3.534 0.14
C 1.966 -0.600 -2.806 -0.43
C 1.936 -0.131 -1.320 0.69
N 2.676 -1.128 -0.506 0.07
C 3.979 -0.702 -0.125 0.13
N 4.893 -0.263 -0.942 -0.48
N 4.330 -0.728 1.188 -0.47
O -2.224 -0.496 -2.363 0.01
C -2.672 -0.347 -0.973 1.27
C -1.725 -1.372 -0.255 -0.08
O -2.154 -2.685 -0.476 -0.25
C -1.101 -3.596 -0.809 0.39
C -1.352 -4.122 -2.238 -1.10
C -4.114 -0.829 -0.758 -1.69
C -4.516 -1.130 0.693 0.68
C -4.130 -0.075 1.732 -1.09
F -5.896 -1.293 0.783 -0.42
H -1.734 3.371 3.314 0.25
H -0.965 4.941 3.515 0.38
H -0.343 3.532 4.401 0.38
H 1.195 3.840 2.692 0.37
H 0.159 2.510 2.024 0.08
H 1.103 3.498 -0.181 0.32
H -0.395 2.633 0.203 -0.69
H -0.521 5.574 -1.017 0.43
H 0.092 4.175 -2.055 0.22
H -2.045 3.151 -2.386 -1.42
H -2.554 4.847 -2.077 1.19
H -3.980 4.186 -0.480 0.41
H -2.743 3.686 0.619 0.31
H -4.324 1.789 -0.228 0.75
H -3.909 2.177 -1.865 0.03
H -1.787 1.193 0.275 0.07
H -2.402 1.137 -3.743 -0.38
H 0.525 1.455 -2.870 -0.60
H -0.146 1.206 -4.508 0.56
H 0.035 -1.469 -3.151 -0.65
H 0.828 -0.849 -4.589 0.64
H 2.333 -1.679 -2.806 0.03
H 2.726 0.045 -3.328 0.31
H 2.520 0.800 -1.253 0.71
H 0.934 0.106 -0.960 -0.88
H 2.147 -1.457 0.294 0.24
H 4.533 -0.285 -1.903 0.09
H 3.726 -1.437 1.626 1.01
H 4.017 0.257 1.639 0.18
H -1.685 -1.204 0.839 0.31
H -0.718 -1.159 -0.640 -0.51
H -0.094 -3.192 -0.662 -0.24
H -1.218 -4.463 -0.147 0.33
H -1.060 -5.170 -2.350 0.39
H -0.858 -3.531 -3.017 0.13
H -2.427 -4.086 -2.448 0.33
H -4.855 -0.113 -1.145 0.48
H -4.290 -1.747 -1.326 0.39
H -4.080 -2.082 1.014 0.33
H -4.316 -0.521 2.717 0.44
H -4.727 0.840 1.668 0.28
H -3.064 0.145 1.714 0.11
Mg -0.586 2.718 -2.592 1.02
O 1.215 -6.087 -2.179 -0.48
S 2.445 -5.501 -1.639 1.22
O 2.128 -4.891 -0.337 -0.41
O 2.988 -4.496 -2.559 -0.67
O 3.422 -6.567 -1.404 -0.45
C 0.633 -0.318 4.953 -0.81
C -0.126 0.421 3.962 0.67
N -0.694 1.029 3.180 -0.18
H 0.018 -1.086 5.449 0.36
H 1.482 -0.848 4.488 -0.25
H 1.051 0.343 5.729 0.28
Mg 3.983 -1.679 -3.071 1.06
F -0.540 6.851 -1.575 -0.82
Na -2.754 3.865 -4.433 0.97
Cl 4.541 1.895 1.462 -0.47
Be -0.456 0.150 6.857 0.07
B 5.378 -3.710 3.226 0.47
O 4.745 -2.706 2.312 -0.41
C 3.646 -2.288 2.871 0.28
O 2.888 -1.465 2.397 -0.44
C 3.465 -2.988 4.205 0.31
O 2.537 -2.807 4.958 -0.60
O 4.461 -3.802 4.405 -0.39
F 6.631 -3.270 3.626 -0.31
F 5.472 -4.940 2.594 -0.33
F 1.195 1.978 -5.818 -0.85
```

Record 5
A molecular structure, C24H45BrP2Ti in a non-equilibrium geometry, computed with ωB97M-V with the def2-TZVPD basis set.

## Properties
ΔE to the lowest compared entry with this formula, charge and spin ... 90.7 kcal per mole
Kohn-Sham gap (spin up / spin down) ... 4.203 / 3.161 eV
Charge ... +2

XYZ file:
```
73
Properties=species:S:1:pos:R:3:mulliken_charge:R:1
Ti -0.817 1.413 1.760 0.62
C -2.755 1.388 2.294 -0.07
C -2.395 2.766 1.887 0.64
C -2.111 1.357 0.011 0.95
C -2.598 0.511 1.095 0.78
C -1.984 2.710 0.494 0.24
C -2.353 0.857 3.607 -0.64
H -1.362 1.318 3.926 0.38
H -2.178 -0.222 3.663 0.05
H -3.030 1.131 4.427 0.47
C -2.275 -0.909 1.130 -0.50
H -1.904 -1.261 2.097 -0.32
H -1.487 -1.195 0.413 0.21
H -3.113 -1.591 0.855 0.35
C -1.425 0.821 -1.184 -1.44
H -2.172 0.646 -1.964 0.25
H -0.888 -0.133 -1.006 0.25
H -0.676 1.559 -1.524 0.07
C -1.001 3.653 -0.131 -1.05
H -0.457 4.291 0.577 0.33
H -1.526 4.349 -0.831 0.37
H -0.259 3.149 -0.776 0.09
C -1.935 3.844 2.783 -1.15
H -2.707 4.616 2.911 0.34
H -1.082 4.380 2.327 0.22
H -1.634 3.489 3.771 0.35
C 3.084 -1.442 0.596 -0.29
C 3.589 -0.750 1.615 -0.21
C 4.759 0.144 1.737 -0.77
C 4.966 1.389 0.843 -0.73
C 3.833 1.895 -0.018 -0.32
C 3.285 1.359 -1.099 -0.36
C 3.242 -0.006 -1.702 -0.10
C 3.162 -1.338 -0.889 -0.75
H 5.664 -0.487 1.662 0.26
H 5.863 1.233 0.217 0.36
H 4.726 0.508 2.777 0.32
H 4.001 -1.985 -1.196 0.38
H 2.339 -2.224 0.864 0.26
H 3.049 -0.869 2.577 0.43
H 2.272 -1.861 -1.288 0.31
H 2.336 -0.006 -2.344 -0.21
H 2.725 2.074 -1.742 0.48
H 4.086 -0.100 -2.423 0.34
H 5.204 2.226 1.532 0.31
H 3.590 2.948 0.214 0.35
P -1.069 -3.509 1.925 0.61
C -2.670 -4.078 2.627 -1.33
H -2.582 -5.138 2.900 0.43
H -3.464 -3.962 1.875 0.39
H -2.927 -3.491 3.516 0.36
C -1.113 -4.703 0.520 -1.25
H -1.126 -5.728 0.917 0.41
H -0.238 -4.569 -0.125 0.33
H -2.026 -4.538 -0.068 0.39
C 0.039 -4.469 3.036 -1.23
H -0.323 -5.503 3.088 0.42
H 0.027 -4.024 4.039 0.38
H 1.067 -4.455 2.651 0.36
P -0.947 0.833 -4.000 0.78
C -1.294 2.400 -4.892 -1.27
H -1.295 2.193 -5.970 0.41
H -0.522 3.142 -4.653 0.35
H -2.276 2.785 -4.588 0.37
C 0.350 0.163 -5.118 -1.32
H -0.006 0.270 -6.153 0.45
H 0.517 -0.900 -4.897 0.37
H 1.292 0.714 -4.991 0.38
C -2.352 -0.121 -4.688 -1.34
H -2.280 -0.099 -5.784 0.39
H -3.305 0.324 -4.376 0.41
H -2.303 -1.160 -4.339 0.36
Br 1.176 1.979 3.002 -0.42
```

Record 6
A molecular structure, C24H45CeClP2 in a non-equilibrium geometry, computed with ωB97M-V with the def2-TZVPD basis set.

## Properties
Expectation value of S² ... 0.7509
Multiplicity ... 2
Kohn-Sham gap (spin up / spin down) ... 8.187 / 8.211 eV
Charge ... +1

XYZ file:
```
73
Properties=species:S:1:pos:R:3:lowdin_spin:R:1
Ce 0.055 0.002 -0.259 1.01
C -1.855 1.582 0.176 0.00
C -2.309 0.666 -0.855 0.00
C -2.023 -0.518 1.116 0.00
C -1.756 0.839 1.388 0.00
C -2.403 -0.624 -0.266 0.00
C -1.783 3.065 0.010 0.00
H -1.401 3.334 -0.990 0.00
H -1.126 3.530 0.753 0.00
H -2.789 3.505 0.112 0.00
C -1.707 1.423 2.745 0.00
H -1.467 2.486 2.706 0.00
H -0.934 0.924 3.327 0.00
H -2.662 1.299 3.274 0.00
C -2.189 -1.614 2.113 0.00
H -3.250 -1.768 2.370 0.00
H -1.622 -1.390 3.020 0.00
H -1.810 -2.569 1.719 0.00
C -3.129 -1.807 -0.820 0.00
H -4.213 -1.684 -0.659 0.00
H -2.826 -2.733 -0.323 0.00
H -2.934 -1.915 -1.897 0.00
C -2.959 1.148 -2.100 0.00
H -3.916 1.615 -1.833 0.00
H -3.117 0.342 -2.814 0.00
H -2.350 1.899 -2.608 0.00
C 1.590 0.458 -3.365 0.00
C 0.579 1.314 -3.515 0.00
C -0.029 1.561 -4.868 0.00
C -0.901 0.423 -5.483 0.00
C -1.056 -0.854 -4.719 0.00
C 0.005 -1.723 -4.615 0.00
C 1.323 -1.368 -5.225 0.00
C 2.182 -0.250 -4.548 0.00
H 0.745 1.804 -5.612 0.00
H -0.492 0.210 -6.479 0.00
H -0.661 2.457 -4.813 0.00
H 2.463 0.462 -5.340 0.00
H 2.018 0.199 -2.376 0.00
H 0.116 1.861 -2.669 0.00
H 3.126 -0.714 -4.243 0.00
H 1.943 -2.273 -5.218 0.00
H -0.037 -2.636 -4.028 0.00
H 1.197 -1.083 -6.278 0.00
H -1.906 0.842 -5.624 0.00
H -2.003 -1.000 -4.205 0.00
P 1.855 1.932 0.666 0.00
C 1.457 2.720 2.259 0.00
H 2.325 3.345 2.544 0.00
H 1.274 1.919 3.001 0.00
H 0.532 3.319 2.176 0.00
C 3.545 1.281 0.874 0.00
H 4.165 2.091 1.305 0.00
H 3.947 0.952 -0.104 0.00
H 3.520 0.403 1.547 0.00
C 2.034 3.375 -0.402 0.00
H 2.456 3.079 -1.378 0.00
H 2.684 4.099 0.125 0.00
H 1.038 3.813 -0.592 0.00
P 1.068 -2.573 -0.187 0.00
C -0.190 -3.784 -0.699 0.00
H 0.342 -4.657 -1.128 0.00
H -0.902 -3.358 -1.437 0.00
H -0.768 -4.076 0.205 0.00
C 2.687 -2.736 -1.000 0.00
H 2.621 -2.797 -2.105 0.00
H 3.196 -3.619 -0.557 0.00
H 3.286 -1.830 -0.762 0.00
C 1.462 -3.337 1.408 0.00
H 1.690 -4.400 1.216 0.00
H 0.600 -3.217 2.080 0.00
H 2.301 -2.806 1.878 0.00
Cl 0.980 -0.448 2.389 0.00
```